Entry 1:
Molecular formula: C5H7N3S
Method: DFT, wB97M-V/def2-TZVPD

Calculated total energy in hartree: -757.04164
Spin multiplicity: 1
Relative energy (zero: lowest compared OMol25 entry of this formula, charge and spin) in eV: 2.825
Kohn-Sham gap in eV: 7.742
LUMO energy in eV: 0.1958

Bonds (Å) are listed after each position.
Atoms and positions in Å:
1 C 0.951 1.810 0.354  C2 1.441, C3 1.342, H10 1.079
2 C 2.346 1.607 0.054  C1 1.441, C4 1.308, H11 1.088
3 C -0.107 0.987 0.410  C1 1.342, N6 1.392, H12 1.089
4 C 3.091 0.537 -0.052  C2 1.308, S9 1.556
5 C 0.632 -1.294 0.673  N6 1.335, N7 1.324
6 N -0.224 -0.384 0.205  C3 1.392, C5 1.335, N8 1.446
7 N 0.355 -2.542 0.328  C5 1.324, H13 1.003, H14 1.018
8 N -1.418 -0.778 -0.510  N6 1.446, H15 1.019, H16 1.018
9 S 4.078 -0.660 -0.164  C4 1.556
10 H 0.718 2.851 0.522  C1 1.079
11 H 2.889 2.525 -0.157  C2 1.088
12 H -1.076 1.462 0.561  C3 1.089
13 H 0.938 -3.283 0.670  N7 1.003
14 H -0.455 -2.789 -0.236  N7 1.018
15 H -1.397 -0.384 -1.449  N8 1.019
16 H -2.232 -0.400 -0.029  N8 1.018

Taken from the Mulliken analysis, the atomic charges in e are: number 1, C, carries -0.411; number 2, C, carries 0.088; number 3, C, carries 0.028; number 4, C, carries -0.178; number 5, C, carries -0.557; number 6, N, carries 0.430; number 7, N, carries -0.221; number 8, N, carries -0.647; number 9, S, carries -0.343; number 10, H, carries 0.288; number 11, H, carries 0.308; number 12, H, carries 0.261; number 13, H, carries 0.241; number 14, H, carries 0.217; number 15, H, carries 0.246; number 16, H, carries 0.250

Entry 2:
Molecular formula: C5H7N4
Method: DFT, wB97M-V/def2-TZVPD

Calculated total energy in hartree: -413.66561
Spin multiplicity: 1
Relative energy (zero: lowest compared OMol25 entry of this formula, charge and spin) in eV: 2.069
Charge: -1
Kohn-Sham gap in eV: 8.595
LUMO energy in eV: 3.6805

Bonds (Å) are listed after each position.
Atoms and positions in Å:
1 C 1.000 0.520 1.423  C3 1.892, N6 1.273, N7 1.280
2 C 0.209 -1.342 -0.544  C3 1.514, C4 1.465, H10 1.031, H11 1.093
3 C -0.360 -0.459 0.546  C1 1.892, C2 1.514, C4 1.533, H12 1.134
4 C -0.330 -0.035 -0.927  C2 1.465, C3 1.533, C5 1.535, H13 1.097
5 C -1.701 -0.067 -1.616  C4 1.535, H14 1.131, H15 1.128, H16 1.136
6 N 1.804 1.192 0.700  C1 1.273, N8 1.341
7 N 1.043 0.768 2.679  C1 1.280, N9 1.324
8 N 2.478 1.877 1.634  N6 1.341, N9 1.297
9 N 2.048 1.617 2.830  N7 1.324, N8 1.297
10 H 1.198 -1.606 -0.673  C2 1.031
11 H -0.498 -2.088 -0.914  C2 1.093
12 H -1.139 -0.978 1.186  C3 1.134
13 H 0.432 0.726 -1.136  C4 1.097
14 H -2.213 -1.003 -1.242  C5 1.131
15 H -1.618 0.106 -2.727  C5 1.128
16 H -2.353 0.774 -1.218  C5 1.136

Taken from the Mulliken analysis, the atomic charges in e are: number 1, C, carries 0.577; number 2, C, carries -0.838; number 3, C, carries -0.225; number 4, C, carries 0.192; number 5, C, carries -1.195; number 6, N, carries -0.251; number 7, N, carries -0.488; number 8, N, carries -0.512; number 9, N, carries -0.390; number 10, H, carries 0.321; number 11, H, carries 0.236; number 12, H, carries 0.259; number 13, H, carries 0.483; number 14, H, carries 0.258; number 15, H, carries 0.313; number 16, H, carries 0.260

Entry 3:
Molecular formula: C5H7N4O
Method: DFT, wB97M-V/def2-TZVPD

Calculated total energy in hartree: -488.50805
Spin multiplicity: 3
Relative energy (zero: lowest compared OMol25 entry of this formula, charge and spin) in eV: 1.367
Charge: +1
Kohn-Sham gap (alpha / beta) in eV: 5.934 / 6.848
LUMO energy (alpha / beta) in eV: -3.3035 / -6.7945

Bonds (Å) are listed after each position.
Atoms and positions in Å:
1 C -0.948 -1.977 -0.286  N6 1.285, N9 1.348, H11 1.191
2 C 0.772 -0.245 0.504  C3 1.374, C4 1.441, N6 1.803
3 C 0.028 0.690 -0.175  C2 1.374, C5 1.490, N7 1.321
4 C 1.831 0.375 1.260  C2 1.441, N8 1.387, O10 1.176
5 C -1.295 0.487 -0.830  C3 1.490, N9 1.424, H12 1.145, H13 1.108
6 N 0.186 -1.939 0.318  C1 1.285, C2 1.803, H14 1.079
7 N 0.519 1.894 0.057  C3 1.321, N8 1.403, H15 0.975
8 N 1.647 1.691 0.865  C4 1.387, N7 1.403, H16 1.031
9 N -1.529 -0.917 -0.881  C1 1.348, C5 1.424, H17 1.076
10 O 2.719 -0.082 1.882  C4 1.176
11 H -1.420 -3.063 -0.414  C1 1.191
12 H -1.971 1.185 -0.225  C5 1.145
13 H -1.432 0.724 -1.903  C5 1.108
14 H 0.510 -2.748 0.954  N6 1.079
15 H 0.274 2.763 -0.312  N7 0.975
16 H 2.385 2.405 0.767  N8 1.031
17 H -2.278 -1.243 -1.581  N9 1.076

Taken from the Mulliken analysis, the atomic charges in e are: number 1, C, carries -0.045; number 2, C, carries 0.233; number 3, C, carries 0.182; number 4, C, carries 0.075; number 5, C, carries -0.388; number 6, N, carries -0.252; number 7, N, carries 0.045; number 8, N, carries -0.153; number 9, N, carries -0.217; number 10, O, carries -0.435; number 11, H, carries 0.312; number 12, H, carries 0.244; number 13, H, carries 0.325; number 14, H, carries 0.292; number 15, H, carries 0.207; number 16, H, carries 0.286; number 17, H, carries 0.289

Entry 4:
Molecular formula: C5H7N4O2
Method: DFT, wB97M-V/def2-TZVPD

Calculated total energy in hartree: -563.76397
SMILES: CON(C)C(=O)N=C=C[N+]#N
Spin multiplicity: 1
Relative energy (zero: lowest compared OMol25 entry of this formula, charge and spin) in eV: 5.348
Charge: +1
Kohn-Sham gap in eV: 9.706
LUMO energy in eV: -4.1836

Bonds (Å) are listed after each position.
Atoms and positions in Å:
1 C -0.405 0.555 2.286  C5 1.424, N6 1.174
2 C 0.749 1.291 -0.305  N6 1.771, N9 1.339, O10 1.161
3 C 0.396 1.059 -2.576  N9 1.400, H12 1.120, H13 1.188, H14 1.105
4 C 0.016 -1.773 -1.203  O11 1.411, H15 1.091, H16 1.076, H17 1.107
5 C -0.980 0.213 3.543  C1 1.424, N8 1.278, H18 1.150
6 N -0.009 0.734 1.195  C1 1.174, C2 1.771
7 N -0.225 -1.653 4.816  N8 1.107
8 N -0.529 -0.792 4.191  C5 1.278, N7 1.107
9 N 0.173 0.577 -1.281  C2 1.339, C3 1.400, O11 1.409
10 O 1.506 2.157 -0.143  C2 1.161
11 O -0.655 -0.541 -1.055  C4 1.411, N9 1.409
12 H -0.179 0.613 -3.428  C3 1.120
13 H 0.083 2.189 -2.768  C3 1.188
14 H 1.405 1.092 -3.025  C3 1.105
15 H 0.291 -1.794 -2.258  C4 1.091
16 H -0.673 -2.597 -1.270  C4 1.076
17 H 0.905 -2.151 -0.661  C4 1.107
18 H -1.869 0.822 3.944  C5 1.150

Taken from the Mulliken analysis, the atomic charges in e are: number 1, C, carries 0.675; number 2, C, carries 0.463; number 3, C, carries -0.960; number 4, C, carries -0.677; number 5, C, carries -0.461; number 6, N, carries -0.243; number 7, N, carries -0.408; number 8, N, carries 0.527; number 9, N, carries 0.303; number 10, O, carries -0.328; number 11, O, carries -0.233; number 12, H, carries 0.347; number 13, H, carries 0.324; number 14, H, carries 0.375; number 15, H, carries 0.288; number 16, H, carries 0.349; number 17, H, carries 0.307; number 18, H, carries 0.352

Entry 5:
Molecular formula: C5H7N4OS
Method: DFT, wB97M-V/def2-TZVPD

Calculated total energy in hartree: -886.82366
Spin multiplicity: 1
Relative energy (zero: lowest compared OMol25 entry of this formula, charge and spin) in eV: 1.981
Charge: +1
Kohn-Sham gap (alpha / beta) in eV: 8.378 / 8.378
LUMO energy (alpha / beta) in eV: -3.8551 / -3.8554

Bonds (Å) are listed after each position.
Atoms and positions in Å:
1 C -1.065 1.153 -2.027  C2 1.357, N7 1.376, H12 1.073
2 C -1.683 1.217 -3.234  C1 1.357, S11 1.709, H13 1.070
3 C 0.649 -2.448 -0.660  N8 1.268, O10 1.146
4 C 0.988 -0.904 1.198  C5 1.537, N8 1.467, H14 1.091, H15 1.090
5 C 0.382 0.191 0.307  C4 1.537, N9 1.430, H16 1.100, H17 1.097
6 N -0.072 -0.564 -3.103  N7 1.302, S11 1.612
7 N -0.147 0.128 -2.003  C1 1.376, N6 1.302, N9 1.301
8 N 0.773 -2.218 0.581  C3 1.268, C4 1.467, H18 1.019
9 N 0.681 -0.169 -1.045  C5 1.430, N7 1.301
10 O 0.482 -2.986 -1.658  C3 1.146
11 S -1.077 -0.024 -4.242  C2 1.709, N6 1.612
12 H -1.199 1.805 -1.186  C1 1.073
13 H -2.414 1.921 -3.571  C2 1.070
14 H 2.062 -0.751 1.313  C4 1.091
15 H 0.511 -0.911 2.178  C4 1.090
16 H -0.701 0.264 0.487  C5 1.100
17 H 0.846 1.146 0.581  C5 1.097
18 H 0.872 -3.015 1.207  N8 1.019

Taken from the Mulliken analysis, the atomic charges in e are: number 1, C, carries -0.166; number 2, C, carries -0.309; number 3, C, carries 0.635; number 4, C, carries -0.524; number 5, C, carries -0.617; number 6, N, carries -0.458; number 7, N, carries 1.106; number 8, N, carries -0.143; number 9, N, carries -1.083; number 10, O, carries -0.228; number 11, S, carries 0.192; number 12, H, carries 0.391; number 13, H, carries 0.415; number 14, H, carries 0.298; number 15, H, carries 0.374; number 16, H, carries 0.448; number 17, H, carries 0.399; number 18, H, carries 0.271